A 2-piece molecular cluster, CF3I2P overall. Source: the OMol25 dataset; level of theory: the ωB97M-V functional and the def2-TZVPD basis.

Output
- 2S+1: 1
- Energy relative to the best compared isomer or geometry (same formula, charge and spin): 56.93 kcal/mol
- Orbital gap (spin up / spin down): 7.8 / 7.6 eV

Each line ends with the Löwdin charge.
Positions of all 7 atoms, in Å:
C 0.6016 0.1963 -1.0924  -0.527
F 0.0008 1.0377 -1.9242  0.112
F 1.6002 0.7992 -0.4529  0.105
F 1.0260 -0.8897 -1.7303  0.114
P -1.5002 -0.7133 0.8959  -0.227
I -0.1854 -1.9532 2.4836  0.211
I -1.5432 1.5230 1.8203  0.212


A 2-piece molecular cluster, CF4NO overall. Source: the OMol25 dataset; level of theory: the ωB97M-V functional and the def2-TZVPD basis.

Output
- 2S+1: 1
- Energy relative to the best compared isomer or geometry (same formula, charge and spin): 1.45 kcal/mol
- Orbital gap (spin up / spin down): 6.9 / 6.9 eV
- Net charge: +1

Each line ends with the Löwdin charge.
Positions of all 7 atoms, in Å:
C -0.4314 0.9833 -1.1333  -0.501
N 0.7196 -1.5091 0.9632  0.300
O 0.0591 1.6874 -1.8589  0.345
F -1.6986 0.8956 -0.7907  0.214
F 0.2315 0.1362 -0.2621  0.071
F -0.4450 -1.2980 1.4866  0.245
F 1.5647 -0.8954 1.5951  0.326


CF4O3PSm as an isolated structure. Source: the OMol25 dataset; level of theory: the ωB97M-V functional and the def2-TZVPD basis.

Output
- 2S+1: 8
- Orbital gap (spin up / spin down): 5.7 / 10.9 eV
- ⟨S²⟩: 15.76

Each line ends with the Löwdin charge.
Positions of all 10 atoms, in Å:
C 1.8529 0.8435 0.2294  -0.427
O -0.0653 0.7637 -0.5619  -0.526
O 1.6859 -0.1804 0.9057  0.045
O 2.6251 1.6800 -0.0490  0.196
Sm -0.7694 0.2686 -2.9904  1.041
P -0.7582 -0.3746 0.3698  0.423
F -2.3553 -0.3483 0.3106  -0.128
F -0.8064 -1.3447 -1.0813  -0.407
F -0.5514 -1.7624 1.1087  -0.085
F -0.8578 0.4545 1.7584  -0.132


A 2-piece molecular cluster, CFNO2S2 overall. Source: the OMol25 dataset; level of theory: the ωB97M-V functional and the def2-TZVPD basis.

Output
- 2S+1: 1
- Energy relative to the best compared isomer or geometry (same formula, charge and spin): 93.85 kcal/mol
- Orbital gap (spin up / spin down): 6.4 / 6.4 eV

Each line ends with the Löwdin charge.
Positions of all 7 atoms, in Å:
C -0.3782 0.1318 1.8371  -0.680
N 0.0648 -0.3595 2.7737  0.161
O 0.3502 -1.5650 -0.5528  -0.276
O -0.8646 -0.2255 -2.2474  -0.288
F 2.0247 1.4422 -1.2815  -0.463
S -1.0935 0.8882 0.5217  0.861
S -0.1034 -0.3122 -1.0509  0.686


One molecule with the formula CFNO2S2. Source: the OMol25 dataset; level of theory: the ωB97M-V functional and the def2-TZVPD basis.

Output
- 2S+1: 1
- Energy relative to the best compared isomer or geometry (same formula, charge and spin): 39.33 kcal/mol
- Orbital gap: 7.9 eV

Each line ends with the Löwdin charge.
Positions of all 7 atoms, in Å:
C -1.8740 -0.1345 0.3625  -0.602
N -2.1130 -1.1960 0.8014  0.101
O 0.1668 0.8216 -0.6689  -0.830
O 2.0131 0.3230 0.9608  -0.339
F 1.5090 -1.3965 -0.7200  -0.293
S -1.5163 1.4066 -0.3427  0.951
S 1.8145 0.1760 -0.3931  1.012


A 2-piece molecular cluster, CFNO2S2 overall. Source: the OMol25 dataset; level of theory: the ωB97M-V functional and the def2-TZVPD basis.

Output
- 2S+1: 1
- Energy relative to the best compared isomer or geometry (same formula, charge and spin): 44.40 kcal/mol
- Orbital gap (spin up / spin down): 7.1 / 6.6 eV

Each line ends with the Löwdin charge.
Positions of all 7 atoms, in Å:
C 2.2408 -0.0226 0.3173  -0.858
N 2.4984 0.8877 1.0259  0.130
O -2.0367 -0.0038 -1.4879  -0.288
O -2.0101 -0.9481 0.7958  -0.300
F -1.1026 1.3622 0.3238  -0.230
S 1.7600 -1.1354 -0.7241  0.778
S -1.3497 -0.1399 -0.2509  0.768


A 2-piece molecular cluster, CFNO3 overall. Source: the OMol25 dataset; level of theory: the ωB97M-V functional and the def2-TZVPD basis.

Output
- 2S+1: 1
- Energy relative to the best compared isomer or geometry (same formula, charge and spin): 4.28 kcal/mol
- Orbital gap: 11.1 eV
- SMILES: O=C=O.O=NF

Each line ends with the Löwdin charge.
Positions of all 6 atoms, in Å:
C -0.8934 -1.2568 0.6896  -0.510
N 1.2582 1.0846 -0.9583  0.106
O -1.0533 -0.6608 1.6402  0.217
O 1.7093 2.1366 -0.8004  0.139
O -0.7188 -1.8901 -0.2266  0.223
F -0.2419 0.9982 -0.5558  -0.175


CH10BrN2Sn as an isolated structure. Source: the OMol25 dataset; level of theory: the ωB97M-V functional and the def2-TZVPD basis.

Output
- 2S+1: 1
- Energy relative to the best compared isomer or geometry (same formula, charge and spin): 0.00 kcal/mol
- Orbital gap (spin up / spin down): 3.9 / 3.8 eV
- Net charge: -1

Each line ends with the Löwdin charge.
Positions of all 15 atoms, in Å:
C 2.8225 2.0401 0.5932  -0.072
Sn -0.1205 -1.9798 1.0165  -0.109
N -2.3596 -2.3607 0.0952  -0.170
N -0.4797 -0.0219 -1.1842  -0.160
H -2.9543 -1.5105 0.1458  -0.008
H 3.6106 1.2881 0.8429  0.025
H 2.9134 2.9068 1.2884  0.008
H 1.7481 1.7014 0.6428  0.011
H 3.0104 2.5776 -0.3443  -0.002
H -1.4210 0.4055 -1.1363  -0.042
H -0.5383 -0.5006 -2.0967  -0.008
H 0.1249 0.8205 -1.3035  0.008
H -2.2545 -2.6428 -0.8854  0.000
H -2.7115 -3.1216 0.6689  -0.017
Br -1.3905 0.3978 1.6567  -0.463


CH10HgNO as an isolated structure. Source: the OMol25 dataset; level of theory: the ωB97M-V functional and the def2-TZVPD basis.

Output
- 2S+1: 1
- Energy relative to the best compared isomer or geometry (same formula, charge and spin): 0.00 kcal/mol
- Orbital gap (spin up / spin down): 3.8 / 3.8 eV
- Net charge: -1

Each line ends with the Löwdin charge.
Positions of all 14 atoms, in Å:
C 1.6520 -1.7403 0.2972  -0.264
Hg -1.0689 -0.2356 0.5108  0.203
N -1.6586 1.6149 -0.6409  -0.221
H -2.2935 -0.7641 1.4867  -0.302
H -1.6670 2.2492 0.1680  -0.014
H 0.7997 -1.6558 -0.4336  -0.092
H 1.5314 -2.7035 0.8106  -0.012
H 1.5001 -0.9778 1.0569  -0.073
H 2.6220 -1.6476 -0.2433  -0.003
H -1.0134 1.9582 -1.3664  -0.005
H -2.6299 1.5309 -0.9675  -0.003
O 1.2080 1.7611 0.0856  -0.202
H 1.9951 1.6056 -0.4552  -0.005
H 1.5323 2.1192 0.9312  -0.007


A 4-piece molecular cluster, CH10N2O3 overall. Source: the OMol25 dataset; level of theory: the ωB97M-V functional and the def2-TZVPD basis.

Output
- 2S+1: 1
- Energy relative to the best compared isomer or geometry (same formula, charge and spin): 46.07 kcal/mol
- Orbital gap: 10.4 eV
- SMILES: [H]/N=C/N.O.O.O

Each line ends with the Löwdin charge.
Positions of all 16 atoms, in Å:
N 2.3384 2.4000 0.4852  0.000
C 2.6550 1.4526 1.5529  -0.257
N 2.9276 0.1985 1.1748  0.017
H 3.0210 3.1385 0.3072  0.071
H 2.2311 1.9000 -0.4778  0.084
H 2.5491 1.9514 2.5741  0.121
H 3.1032 -0.5677 1.8780  0.072
H -5.9065 -2.0592 0.3993  0.033
H -5.7800 -3.6053 0.7140  0.075
O -5.4467 -2.8630 0.1118  -0.095
H 2.8526 -0.0107 -0.6001  -0.024
H 2.0256 0.0721 -2.0332  0.076
O 2.9035 0.2765 -1.5560  -0.161
H -2.6695 -0.6092 -1.9972  -0.003
H -3.7641 -1.0733 -1.3655  -0.043
O -3.0404 -0.6013 -1.1675  0.032


Please write out number 1 again, unchanged.
A 2-piece molecular cluster, CF3I2P overall. Source: the OMol25 dataset; level of theory: the ωB97M-V functional and the def2-TZVPD basis.

Output
- 2S+1: 1
- Energy relative to the best compared isomer or geometry (same formula, charge and spin): 56.93 kcal/mol
- Orbital gap (spin up / spin down): 7.8 / 7.6 eV

Each line ends with the Löwdin charge.
Positions of all 7 atoms, in Å:
C 0.6016 0.1963 -1.0924  -0.527
F 0.0008 1.0377 -1.9242  0.112
F 1.6002 0.7992 -0.4529  0.105
F 1.0260 -0.8897 -1.7303  0.114
P -1.5002 -0.7133 0.8959  -0.227
I -0.1854 -1.9532 2.4836  0.211
I -1.5432 1.5230 1.8203  0.212


Question: What is the formula in the first record?
Answer: CF3I2P


Question: Which value of 2S+1 does entry 9 give?
Answer: 1